Molecular formula: C25H40Al2CaCl3F8N5O11P
Method: DFT, wB97M-V/def2-TZVPD

Output
relative energy (zero: lowest compared OMol25 entry of this formula, charge and spin)	325.4	kJ/mol
HOMO level	-7.8	eV
total charge	+1
molecular weight	969.98	g mol⁻¹
energy	-5760.5431	Ha

XYZ file:
```
96
Properties=species:S:1:pos:R:3:forces:R:3
C 3.1054 0.8591 3.5933 -1.408 0.098 -0.709
C 2.5493 1.0626 2.0896 1.314 -0.323 2.481
C 2.6766 -0.2092 1.2239 0.358 0.293 -1.345
C 4.0432 -0.7464 0.9194 -1.008 -1.724 -0.854
P 5.5920 0.0885 1.4818 0.684 2.859 1.937
O 5.4617 1.5311 1.8496 -0.129 -1.880 -0.801
O 6.8621 -0.0546 0.4199 -1.597 -1.017 0.882
O 6.0802 -0.7265 2.8782 -0.697 -0.043 -2.508
C 4.1901 -2.0315 0.1142 -3.676 0.443 0.165
C 5.5444 -2.6920 -0.2180 -1.378 0.133 -0.083
F 6.1364 -2.0789 -1.3148 -0.169 -0.996 1.396
F 6.4165 -2.7485 0.8619 -0.781 0.037 -1.369
C 5.4419 -4.2177 -0.6658 2.549 1.709 -1.741
F 5.0291 -4.3576 -1.9605 -0.414 -0.419 1.990
F 4.6827 -5.0299 0.2763 -0.475 1.185 -0.876
C 2.9655 -2.6861 -0.3785 1.330 1.596 1.101
C 1.5794 -2.1577 -0.0790 0.796 0.167 0.283
N 0.5191 -2.9094 -0.5659 -0.783 2.554 1.657
C -0.7000 -2.4039 -0.2101 0.294 0.368 -0.647
C -1.9409 -3.2416 -0.6896 1.003 -0.843 1.577
C -1.8164 -4.6490 0.0640 -0.776 -0.016 0.095
N -1.0313 -5.6503 -0.6984 -0.075 0.533 0.506
C -0.8413 -1.1686 0.5961 -0.321 0.442 -0.105
C -2.2942 -0.6803 0.9373 0.031 -0.098 0.554
Cl -3.4573 -0.2596 -0.3729 1.707 -0.415 1.247
C -2.7029 -0.5781 2.2394 0.285 0.059 -1.332
C -1.8182 -0.8696 3.4666 -0.610 0.400 -0.088
Cl -4.4153 -0.0600 2.5425 1.657 -0.555 0.700
N 0.1760 -0.3897 1.0987 -0.304 -3.864 -1.955
C 1.3960 -0.9382 0.7276 2.175 0.038 0.493
H 4.0142 0.2178 3.6410 -0.764 0.714 0.319
H 2.2342 0.4234 4.1708 1.078 0.081 -0.293
H 3.2476 1.8936 3.9918 0.285 -0.987 -0.242
H 1.5193 1.4557 2.1991 0.716 -0.701 -0.254
H 3.1261 1.8595 1.5620 -0.234 -0.917 1.185
H 6.6839 0.4122 -0.4129 -0.070 0.115 0.388
H 5.5511 -1.5446 2.9066 0.379 0.295 0.201
H 6.5030 -4.6029 -0.6388 -1.065 0.084 0.198
H 3.0127 -3.6152 -1.0024 -0.223 1.052 0.701
H -2.9113 -2.8104 -0.3593 0.859 -0.076 -0.614
H -1.9001 -3.4253 -1.7888 -0.197 0.453 0.809
H -1.3809 -4.4827 1.0908 -0.300 -0.054 -0.905
H -2.8378 -5.0973 0.2406 0.843 0.690 -0.258
H -0.3178 -6.0442 -0.0827 -0.119 0.198 -0.608
H -0.6003 -5.1767 -1.4888 0.249 -0.289 0.394
H -2.4335 -1.5562 4.1304 2.226 0.110 -3.264
H -0.8612 -1.3937 3.2342 -0.863 0.425 0.025
H -1.5668 0.0594 4.0714 -0.274 -0.665 -0.664
O 3.6366 4.2413 3.3497 0.203 0.067 0.081
H 4.4765 3.9877 2.9465 -0.106 -0.152 -0.079
H 3.8317 5.0715 3.7970 -0.085 -0.023 -0.030
F -2.5049 2.0397 -3.7176 0.852 -1.021 -0.182
Al -1.1414 0.9738 -3.9846 -0.029 0.766 -0.162
F 0.1032 1.3230 -2.8322 -1.018 -0.555 -0.906
F -0.5314 1.1983 -5.6110 -0.437 -0.450 1.188
F -1.6559 -0.7019 -3.7825 0.552 0.721 -0.159
C 3.6985 -1.4309 -4.9832 0.010 -0.722 0.035
C 2.2071 -1.3974 -5.0388 0.005 2.326 0.846
O 1.5210 -0.4829 -4.7353 0.420 0.076 0.317
N 1.3991 -2.5033 -5.6006 -0.465 -0.803 -0.904
C 1.8435 -3.9003 -5.3940 -0.208 -0.232 -0.030
H 4.0387 -0.6895 -4.2630 -0.227 0.106 -0.111
H 4.0619 -2.4089 -4.6632 0.104 -0.002 -0.151
H 4.1021 -1.1927 -5.9699 0.035 -0.058 0.021
H 1.3234 -2.2922 -6.6033 -0.050 -0.146 0.005
H 0.4554 -2.3001 -5.2338 0.003 -0.079 0.119
H 2.7735 -4.0620 -5.9341 -0.033 0.002 0.086
H 1.0686 -4.5564 -5.7863 0.101 -0.045 0.050
H 1.9692 -4.0707 -4.3261 0.021 0.016 -0.075
Al 5.3773 -6.7481 0.5460 0.356 -1.347 0.410
O -4.2612 1.6286 -6.3512 -0.183 -0.081 -0.093
H -4.2319 1.9031 -5.4204 0.291 0.036 0.194
Cl 1.8061 1.7509 -0.1370 -0.431 0.054 -2.684
C -2.2933 3.1633 2.1664 0.070 -0.166 -0.296
N -1.7580 3.4360 3.5277 -0.128 0.102 -0.277
O -0.9364 2.6492 3.9771 -0.132 -0.191 0.277
O -2.1718 4.4184 4.0958 0.137 -0.230 0.109
H -1.8304 2.2567 1.7849 0.121 0.116 0.062
H -3.3711 3.0411 2.2548 0.018 0.251 -0.001
H -2.0448 4.0171 1.5384 -0.176 0.029 0.061
C -4.8184 7.3050 3.3624 -0.184 0.490 0.883
C -4.8058 6.5054 2.0493 1.022 -0.276 -1.282
O -3.7727 6.5934 1.3777 -0.286 -0.104 0.297
O -5.8597 5.8569 1.8271 -0.633 -0.255 0.347
H -3.8826 7.8430 3.4996 0.018 -0.155 -0.251
H -5.6370 8.0253 3.3473 -0.063 -0.160 -0.040
H -4.9586 6.6271 4.2051 -0.115 -0.031 -0.120
Ca -3.2949 -1.4926 5.6147 -1.815 0.548 2.487
C -7.3355 3.7102 -0.0127 2.631 0.663 0.369
C -8.8293 3.2150 -0.1229 -2.035 0.293 -0.559
O -9.0776 2.5329 0.9556 0.298 0.196 -0.574
H -6.6347 2.8763 0.0513 -0.304 -0.105 0.005
H -7.0773 4.2900 -0.9045 -0.495 -0.145 -0.197
H -7.1878 4.3535 0.8554 -0.408 -0.054 0.109
H -8.8782 2.6925 -1.0982 0.639 -0.767 0.235
H -9.4229 4.1251 -0.3156 0.030 0.249 0.794
```
Positions in Å, forces in eV/Å.

Atomic partial charges in e from the Löwdin method, atoms 1 to 6: -0.08, -0.42, -0.17, -0.13, 0.59, -0.27